1.
The following is a quantum chemistry calculation of a structure of composition C18H33BCl18I2N in a non-equilibrium geometry, from the Open Molecules 2025 dataset.

- Spin multiplicity: 1
- Calculated total energy: -9663.89749 hartree
- E_LUMO: 1.90 eV
- Charge: -1
- Gap between HOMO and LUMO: 6.37 eV

Each line ends with the Löwdin charge.
Element x y z (Å)
C  3.1399  -2.2279  0.7283  -0.207
C  2.9684  -0.6207  0.4501  -0.259
C  2.4155  -0.4141  -1.0793  -0.220
C  0.8147  -0.8255  -1.2755  -0.239
N  0.0647  -0.9725  0.0294  -0.076
B  -1.4540  -0.8183  -0.1618  -0.869
C  -2.1971  -2.1771  -0.7031  -0.299
C  -3.1410  -1.8092  -2.0167  -0.116
C  -2.9929  -3.0518  0.4273  -0.198
C  -2.6255  -4.6635  0.1727  -0.234
C  -1.1122  -4.8593  0.8574  -0.157
C  -2.1103  -0.1360  1.1814  -0.565
I  -0.9574  -0.7668  2.9869  0.760
C  -1.7927  1.5018  1.0571  -0.753
C  -2.8083  2.2891  0.0409  -0.186
I  -1.7657  2.4250  3.0706  0.640
H  4.1738  -2.6778  0.3740  0.071
H  3.0835  -2.3900  1.8951  0.049
H  2.2710  -2.7820  0.1702  0.004
H  4.0163  -0.0608  0.5381  0.060
H  2.2539  -0.0725  1.2135  0.103
H  2.4763  0.7510  -1.3104  0.079
H  3.0937  -0.9250  -1.9131  0.099
H  0.3737  -0.0386  -2.0204  0.110
H  0.8168  -1.8644  -1.8600  0.109
H  0.2128  -1.9678  0.3658  0.059
H  -1.5692  -0.0039  -1.0342  0.083
H  -1.3327  -2.8851  -1.1225  0.110
H  -3.8976  -2.6931  -2.1768  0.063
H  -2.4127  -1.7677  -2.9544  0.086
H  -3.6627  -0.7865  -1.7839  0.072
H  -4.1470  -2.9409  0.2061  0.108
H  -2.6910  -2.8399  1.5370  0.065
H  -2.6029  -4.9544  -0.9604  0.106
H  -3.3666  -5.2940  0.8232  0.093
H  -0.7920  -5.9846  0.9241  0.060
H  -1.0807  -4.4252  1.9676  0.083
H  -0.2886  -4.2365  0.2584  0.059
H  -3.2506  -0.3465  1.3434  0.096
H  -0.6707  1.6014  0.6625  0.098
H  -3.1326  3.2907  0.6037  0.042
H  -3.7944  1.6888  -0.1745  0.089
H  -2.2099  2.5889  -0.9198  0.036
C  2.4421  -5.8755  1.2334  -1.502
Cl  2.8514  -7.5983  1.1700  0.505
Cl  3.4650  -5.0361  2.4118  0.549
Cl  2.6055  -5.1378  -0.3693  0.561
H  1.4008  -5.7804  1.5517  -0.012
C  -0.3902  0.8911  6.6323  -1.518
Cl  -1.6719  0.3771  5.5221  0.240
Cl  -1.0811  1.4377  8.1697  0.491
Cl  0.7641  -0.4259  6.9023  0.505
H  0.1439  1.7293  6.1774  0.008
C  -1.8902  5.9458  -2.3450  -1.527
Cl  -3.1719  5.4319  -3.4552  0.490
Cl  -2.5811  6.4925  -0.8077  0.518
Cl  -0.7359  4.6288  -2.0750  0.537
H  -1.3561  6.7840  -2.7999  0.015
C  -3.1356  4.3380  -7.5736  -1.539
Cl  -2.9689  3.1257  -8.8550  0.510
Cl  -4.7376  4.2340  -6.8235  0.509
Cl  -1.8643  4.1352  -6.3561  0.503
H  -3.0287  5.3293  -8.0213  0.016
C  5.3598  2.8180  -1.6733  -1.515
Cl  5.2115  1.4058  -2.7331  0.528
Cl  3.9854  3.9131  -1.9001  0.507
Cl  5.4808  2.3142  0.0211  0.498
H  6.2746  3.3538  -1.9395  0.015
C  4.0714  4.1709  3.5447  -1.527
Cl  5.5205  3.2707  4.0234  0.507
Cl  3.9444  4.2521  1.7792  0.483
Cl  2.6202  3.4286  4.2393  0.516
H  4.1556  5.1899  3.9311  0.015

Cartesian forces, eV/Å:
C -0.18 0.90 0.70
C 0.73 0.09 -0.88
C -0.23 1.36 0.12
C 1.26 -1.21 -0.55
N 1.06 -0.73 -1.52
B 0.01 -0.18 -0.03
C -0.23 -1.33 -0.68
C 0.76 -0.98 0.83
C -0.14 -1.45 -1.73
C 0.95 0.94 1.75
C 0.15 0.37 0.10
C -0.43 2.02 0.00
I -0.46 -1.53 -2.32
C 0.47 -1.44 -1.48
C 0.08 0.90 1.04
I -0.36 1.19 -1.23
H -2.10 1.09 0.52
H -0.06 0.12 -2.44
H 1.78 1.21 1.41
H -2.10 -1.33 -0.20
H 1.23 -1.48 -1.66
H -0.03 -2.26 0.47
H -1.33 0.84 1.92
H 0.46 -1.46 1.72
H -0.06 1.95 0.88
H 0.13 1.62 -0.43
H -0.29 0.64 -0.41
H -1.73 1.28 0.75
H 1.11 1.79 0.08
H -1.74 0.27 1.92
H 0.83 -1.99 -0.81
H 2.11 -0.04 0.87
H -0.77 -0.11 -2.13
H -0.21 0.53 2.22
H 1.30 0.85 -1.51
H -0.57 1.99 -0.31
H -0.31 -0.90 -2.37
H -1.81 -1.46 1.16
H 2.10 0.56 0.16
H -2.51 -0.27 1.05
H 0.65 -2.10 -1.43
H 2.13 1.00 0.26
H -1.48 -0.82 1.76
C -0.08 0.24 -0.04
Cl -0.06 0.05 0.02
Cl -0.13 -0.37 -0.04
Cl -0.07 -0.72 0.09
H 0.33 0.00 -0.14
C -0.52 0.01 -0.25
Cl 0.35 0.34 2.56
Cl 0.12 0.13 0.19
Cl -0.02 0.12 -0.03
H -0.16 -0.27 0.12
C 0.07 -0.01 0.03
Cl 0.10 0.14 0.19
Cl 0.11 -0.02 -0.17
Cl -0.06 0.27 -0.12
H -0.20 -0.30 0.16
C 0.13 0.07 0.08
Cl -0.03 0.16 0.08
Cl 0.16 0.06 -0.09
Cl -0.15 0.01 -0.33
H -0.05 -0.36 0.15
C 0.17 -0.16 0.07
Cl 0.08 0.22 0.07
Cl 0.12 -0.05 0.03
Cl 0.33 -0.17 -0.68
H -0.35 -0.18 0.09
C -0.25 0.16 -0.02
Cl -0.05 0.09 -0.03
Cl -0.25 0.35 0.65
Cl 0.19 0.14 -0.12
H -0.01 -0.38 -0.11



2.
The following is a quantum chemistry calculation of a cluster of 2 separate species, C18H33BNO9P in total in a non-equilibrium geometry, from the Open Molecules 2025 dataset.

- Spin multiplicity: 1
- Calculated total energy: -1803.94707 hartree
- E_LUMO: -0.93 eV
- Gap between HOMO and LUMO: 7.61 eV
- Energy relative to the best compared isomer or geometry (same formula, charge and spin): 0.0 kJ/mol

Each line ends with the Löwdin charge.
Element x y z (Å)
C  3.4967  -1.9281  0.1952  -0.092
C  3.5173  -1.5891  -1.2935  -0.238
C  2.2234  -2.0441  -1.9898  -0.194
C  1.2503  -0.8670  -2.1310  -0.226
C  0.1652  -1.0628  -3.2024  -0.242
P  -1.3239  -1.9217  -2.6384  1.028
C  -2.6885  -1.5174  -3.7721  -0.145
C  -1.8194  -1.5075  -0.9459  -0.260
C  -2.5223  -0.1526  -0.7684  -0.210
C  -1.6032  1.0493  -0.5465  -0.204
C  -0.6554  0.9069  0.6251  -0.188
C  0.4681  1.9775  0.7197  -0.239
N  0.9781  2.5381  -0.5298  0.008
C  -1.1335  -3.7603  -2.7890  -0.292
O  -0.0843  -4.2986  -2.0613  -0.175
C  -0.3340  -4.5509  -0.6737  -0.257
C  0.3283  -5.8433  -0.2256  -0.041
H  4.4732  -1.8156  0.6437  0.074
H  3.1419  -2.9398  0.3549  0.064
H  2.7930  -1.2706  0.6991  0.071
H  3.6623  -0.5210  -1.4028  0.103
H  4.3780  -2.0680  -1.7458  0.103
H  1.7506  -2.7637  -1.3360  0.077
H  2.4155  -2.4928  -2.9557  0.113
H  1.8226  0.0038  -2.4248  0.111
H  0.8001  -0.6800  -1.1675  0.080
H  0.5808  -1.5526  -4.0763  0.106
H  -0.1713  -0.0809  -3.5265  0.093
H  -2.7699  -2.3088  -4.5045  0.060
H  -3.6018  -1.4906  -3.1930  0.061
H  -2.4921  -0.5671  -4.2443  0.064
H  -2.5042  -2.3007  -0.6601  0.101
H  -0.9488  -1.6247  -0.3140  0.070
H  -3.1499  0.0347  -1.6349  0.091
H  -3.1877  -0.2604  0.0790  0.122
H  -2.2554  1.8876  -0.3237  0.127
H  -1.1058  1.3011  -1.4825  0.091
H  -0.1895  -0.0752  0.6839  0.081
H  -1.2367  1.0117  1.5339  0.095
H  1.3023  1.4947  1.2167  0.104
H  0.1248  2.7538  1.3843  0.094
H  0.4546  3.3575  -0.8075  0.071
H  0.9777  1.8629  -1.2756  0.023
H  -0.9092  -3.9233  -3.8400  0.113
H  -2.1056  -4.2054  -2.5659  0.117
H  -1.3994  -4.5675  -0.4622  0.113
H  0.0725  -3.7216  -0.0972  0.102
H  1.0115  -6.2261  -0.9706  0.084
H  0.8839  -5.6460  0.6826  0.077
H  -0.4238  -6.5734  0.0383  0.075
B  -0.1855  5.4298  4.6035  -0.866
O  -0.7230  6.0291  5.8348  0.230
C  -0.6528  7.3560  5.7348  -0.391
O  -1.0094  8.1395  6.5646  0.154
C  -0.0437  7.6971  4.3784  -0.391
O  0.1631  8.7952  3.9521  0.152
O  0.2168  6.5550  3.7434  0.226
O  0.9549  4.5264  4.8859  0.238
C  0.6661  3.3139  4.4459  -0.401
O  1.3759  2.3479  4.5009  0.138
C  -0.7276  3.3528  3.8297  -0.402
O  -1.2927  2.4196  3.3193  0.109
O  -1.1989  4.5770  3.9287  0.240

Cartesian forces, eV/Å:
C -0.34 0.32 -0.29
C -0.01 -0.56 0.24
C -0.01 0.91 0.50
C 0.24 -0.62 -0.53
C -0.01 0.25 0.63
P -0.23 -0.18 -0.18
C 0.50 -0.41 0.61
C -0.06 0.07 -0.43
C 0.39 0.02 0.03
C -0.26 -0.19 0.00
C 0.27 0.38 0.12
C 0.03 -0.69 -0.31
N -0.13 0.32 0.36
C 0.29 0.56 0.04
O -0.18 -0.32 0.02
C 0.31 0.18 0.18
C -0.22 0.36 0.36
H 0.18 0.07 0.22
H 0.12 -0.34 0.04
H -0.02 0.13 0.28
H 0.06 0.27 -0.15
H 0.15 -0.13 -0.20
H -0.06 -0.58 -0.17
H 0.05 -0.17 -0.23
H 0.04 0.32 0.00
H -0.08 0.41 0.29
H -0.07 -0.27 -0.22
H -0.24 0.15 -0.08
H 0.00 -0.08 -0.35
H -0.28 0.12 0.00
H -0.12 0.25 -0.16
H -0.14 -0.28 -0.05
H 0.19 0.06 0.23
H -0.25 0.09 -0.08
H -0.15 0.01 0.24
H -0.11 0.30 -0.14
H 0.26 -0.01 -0.12
H 0.06 -0.23 -0.19
H -0.08 -0.14 0.28
H 0.15 0.01 0.31
H 0.03 0.41 -0.09
H 0.00 -0.10 -0.16
H 0.01 -0.03 -0.19
H -0.05 -0.09 -0.25
H -0.14 -0.10 0.08
H -0.31 -0.07 -0.19
H 0.09 0.23 0.02
H 0.05 -0.09 -0.21
H 0.25 -0.06 0.15
H -0.06 -0.40 -0.21
B 0.07 0.27 0.13
O 0.14 0.09 -0.33
C -0.32 -0.18 0.70
O 0.04 -0.01 -0.09
C 0.31 0.17 -0.70
O -0.04 -0.05 0.07
O -0.15 -0.07 0.29
O -0.34 -0.15 -0.17
C 0.80 0.02 0.34
O -0.12 0.00 -0.08
C -0.73 0.11 -0.23
O -0.02 -0.05 0.01
O 0.25 -0.19 0.06



3.
The following is a quantum chemistry calculation of a cluster of 3 separate species, C18H33BrNO11PS3 in total in a non-equilibrium geometry, from the Open Molecules 2025 dataset.

- Spin multiplicity: 1
- Calculated total energy: -5697.91393 hartree
- E_LUMO: -1.59 eV
- Gap between HOMO and LUMO: 7.31 eV

Each line ends with the Löwdin charge.
Element x y z (Å)
C  3.1111  1.6252  -1.9633  -0.133
S  4.1164  0.2909  -1.2620  0.629
O  5.4693  0.4978  -1.6955  -0.332
O  3.9284  0.3857  0.1706  -0.316
C  3.3816  -1.3062  -1.7143  -0.181
C  4.0118  -2.4667  -1.8106  -0.290
P  5.8612  -2.5912  -1.5790  0.600
O  6.4176  -3.5280  -2.8556  -0.350
Br  6.2108  -3.8061  0.2701  0.276
C  3.1469  -3.7294  -2.0718  -0.386
O  3.3935  -4.7412  -1.5232  0.119
C  1.9744  -3.5426  -3.0154  0.059
C  1.4031  -2.3435  -3.0693  -0.121
C  0.3076  -2.1104  -4.1079  -0.130
C  -0.8742  -1.1955  -3.6732  -0.193
C  -1.9304  -1.8949  -2.7643  -0.182
C  -1.8443  -1.4479  -1.2595  -0.201
C  -1.1352  -2.4824  -0.3601  -0.288
N  -0.8425  -1.9093  0.9773  0.001
C  1.8769  -1.3143  -2.0458  -0.301
O  1.1347  -0.5880  -1.4776  0.136
H  2.0980  1.6565  -1.5500  0.055
H  3.6282  2.5641  -1.7184  0.072
H  3.1334  1.4964  -3.0624  0.080
H  5.7549  -4.2201  -3.0362  0.045
H  1.6661  -4.3759  -3.6556  0.137
H  0.7324  -1.6628  -5.0326  0.126
H  -0.1107  -3.0785  -4.4363  0.118
H  -1.3856  -0.8919  -4.6085  0.107
H  -0.5246  -0.2582  -3.2136  0.100
H  -1.9110  -2.9984  -2.8251  0.111
H  -2.9268  -1.5562  -3.1034  0.102
H  -2.8787  -1.3482  -0.8848  0.104
H  -1.3953  -0.4425  -1.1870  0.099
H  -1.8549  -3.3044  -0.1891  0.115
H  -0.2244  -2.9043  -0.8284  0.094
H  -0.8826  -2.6704  1.6511  0.061
H  0.1163  -1.5676  0.9611  0.054
C  -0.0321  6.5044  1.3771  -0.075
C  1.4436  6.3819  1.0482  -0.259
O  2.0884  5.3628  1.8275  -0.261
S  1.8339  3.8329  1.4320  0.587
C  3.0994  3.1256  2.4313  -0.113
O  2.1721  3.6501  0.0509  -0.285
O  0.5620  3.4262  1.9441  -0.270
H  -0.5789  5.6107  1.0761  0.070
H  -0.4699  7.3584  0.8585  0.081
H  -0.1775  6.6263  2.4512  0.085
H  1.5978  6.1986  -0.0175  0.114
H  1.9468  7.3177  1.2905  0.121
H  4.0673  3.4590  2.0655  0.079
H  3.0172  2.0428  2.3458  0.072
H  2.9437  3.4323  3.4631  0.076
C  -4.5967  1.4790  3.1681  -0.074
C  -3.8892  0.2328  3.6644  -0.251
O  -4.8129  -0.8236  3.9850  -0.265
S  -5.4766  -1.6317  2.7774  0.568
C  -6.1611  -2.9431  3.7369  -0.124
O  -4.4348  -2.1473  1.9445  -0.282
O  -6.5504  -0.8590  2.2323  -0.276
H  -5.0790  1.3024  2.2067  0.070
H  -3.8861  2.2971  3.0439  0.081
H  -5.3747  1.7850  3.8693  0.083
H  -3.1492  -0.1173  2.9408  0.112
H  -3.3553  0.4631  4.5860  0.121
H  -5.3512  -3.5148  4.1832  0.073
H  -6.7418  -3.5724  3.0650  0.075
H  -6.8078  -2.5191  4.5015  0.074

Cartesian forces, eV/Å:
C 0.12 -0.60 -0.95
S -0.02 2.08 2.11
O -0.33 -0.67 -0.97
O -0.39 -0.55 -0.22
C -0.69 0.32 -1.19
C 0.42 -1.58 0.15
P 1.57 0.97 -0.52
O -1.90 0.06 1.13
Br -0.51 -0.24 -0.29
C -0.98 2.41 -1.26
O 0.75 -2.09 0.78
C 1.17 -0.05 0.48
C -0.29 -0.15 -0.64
C -0.50 1.00 0.18
C -0.38 -0.57 -0.52
C -0.11 1.09 0.75
C -0.30 -0.47 -0.38
C -0.47 0.34 0.35
N 0.22 -0.43 -0.48
C 1.10 -0.95 -0.82
O -1.03 1.10 0.65
H 0.40 -0.24 -0.12
H 0.07 -0.57 0.14
H -0.21 0.12 0.46
H 0.55 -0.15 -0.17
H 0.08 0.20 0.42
H 0.19 -0.17 0.64
H 0.31 0.27 0.31
H 0.28 -0.18 0.37
H -0.05 -0.44 -0.10
H 0.11 0.42 -0.16
H 0.42 -0.36 -0.04
H 0.46 -0.02 0.03
H 0.00 -0.53 0.04
H 0.41 0.17 -0.27
H -0.41 0.13 -0.02
H 0.13 0.29 0.02
H -0.21 0.09 0.23
C -0.14 -0.26 0.03
C -0.51 0.51 -0.33
O 0.18 -0.32 0.00
S 0.53 0.14 0.70
C 0.08 0.03 0.07
O -0.37 0.11 -0.11
O -0.08 -0.04 -0.35
H 0.02 0.03 -0.01
H 0.10 0.04 0.01
H 0.04 0.08 -0.03
H 0.06 -0.17 0.07
H 0.21 -0.20 0.14
H -0.04 -0.01 -0.02
H -0.04 0.04 -0.13
H -0.04 0.03 -0.04
C -0.25 -0.06 -0.17
C 0.45 0.68 -0.29
O -0.22 -0.35 -0.02
S 0.01 0.00 0.71
C 0.02 -0.04 0.13
O -0.07 0.11 -0.28
O 0.13 -0.06 -0.25
H 0.04 0.01 0.01
H 0.06 -0.07 0.07
H 0.08 0.02 0.04
H -0.12 -0.16 -0.01
H -0.16 -0.28 0.10
H 0.00 0.04 -0.02
H 0.04 0.08 -0.07
H 0.02 0.03 -0.04



Question: Among the records above, which one has the highest gap between HOMO and LUMO?
Answer: C18H33BNO9P



Question: Among the records above, which one has the highest E_LUMO?
Answer: C18H33BCl18I2N



Question: The highest calculated total energy belongs to which entry?
Answer: C18H33BNO9P